ORCA calculation (the ωB97M-V functional and the def2-TZVPD basis) on C31H23BrN3O7ReS as an isolated structure.

Properties
Energy relative to the best compared isomer or geometry (same formula, charge and spin) ... 25.6 kJ/mol
Multiplicity ... 2
Charge ... +1
Expectation value of S² ... 0.758
Orbital gap (spin up / spin down) ... 6.63 / 6.67 eV
Molecular weight ... 847.7 g/mol

Each line ends with the Mulliken charge.
Positions of all 67 atoms, in Å:
Re (1.7569, 1.3845, -0.1697)  1.735
O (2.9267, 0.3779, -6.1121)  -0.515
C (2.6153, 0.5438, -4.8214)  0.946
C (2.4014, -0.5242, -3.9450)  -0.489
C (2.0844, -0.2267, -2.6403)  0.210
N (1.9799, 1.0245, -2.2216)  -0.099
C (2.2021, 2.0528, -3.0377)  0.646
C (2.5173, 1.8622, -4.3592)  -0.779
C (2.1123, 3.3604, -2.2949)  0.066
O (2.1558, 4.4423, -2.7906)  -0.580
O (1.9541, 3.1202, -0.9779)  -0.689
C (1.8410, -1.1954, -1.5129)  0.004
O (1.8294, -2.3821, -1.6221)  -0.622
O (1.6551, -0.5232, -0.3647)  -0.581
H (2.9859, -0.5568, -6.3438)  0.319
H (2.4820, -1.5588, -4.2539)  0.502
H (2.6928, 2.7019, -5.0169)  0.610
Br (7.0876, -0.4288, 4.6957)  -0.164
C (5.9902, 0.0418, 3.2383)  -0.325
C (6.5192, -0.0152, 1.9282)  -0.302
C (5.7625, 0.3354, 0.8505)  -0.733
C (4.4172, 0.7545, 0.9990)  0.396
O (3.7739, 1.1006, -0.0697)  -0.790
C (3.8718, 0.7875, 2.3261)  0.493
C (2.5564, 1.1343, 2.6577)  0.565
N (1.5647, 1.4341, 1.8334)  0.194
C (0.2442, 1.7026, 2.3213)  0.726
C (-0.1655, 1.6772, 3.6257)  -0.921
C (-1.5029, 1.9808, 3.9612)  -1.094
C (-2.4078, 2.3225, 3.0002)  -0.884
C (-2.0159, 2.3510, 1.6414)  0.859
C (-2.8839, 2.7158, 0.5868)  -0.719
C (-2.4292, 2.7102, -0.6993)  -0.995
C (-1.1089, 2.3098, -0.9509)  0.125
N (-0.2749, 1.9727, 0.0055)  0.296
C (-0.6969, 2.0127, 1.3076)  0.307
C (4.7085, 0.4320, 3.4302)  -0.884
H (7.5396, -0.3467, 1.7879)  0.439
H (6.1661, 0.3017, -0.1520)  0.471
H (2.3380, 1.1377, 3.7212)  0.103
H (0.5147, 1.4305, 4.4286)  0.395
H (-1.7985, 1.9507, 5.0008)  0.434
H (-3.4272, 2.5754, 3.2614)  0.466
H (-3.9023, 3.0047, 0.8158)  0.481
H (-3.0627, 2.9922, -1.5274)  0.450
H (-0.7388, 2.2362, -1.9653)  0.470
H (4.2975, 0.4748, 4.4309)  0.481
C (-6.8539, -4.0876, -1.2303)  -1.455
C (-5.4875, -3.5452, -0.9152)  0.884
C (-5.2083, -2.1875, -1.0343)  -0.699
C (-3.9419, -1.6879, -0.7618)  -0.429
C (-2.9470, -2.5607, -0.3617)  0.222
C (-3.1916, -3.9233, -0.2541)  -0.531
C (-4.4611, -4.4048, -0.5214)  -0.623
S (-1.3154, -1.9280, -0.0114)  0.339
C (-1.4897, -1.8298, 1.7754)  -0.896
O (-1.2961, -0.5023, -0.4701)  -0.432
H (-7.5892, -3.2884, -1.3094)  0.354
H (-7.1868, -4.7847, -0.4610)  0.369
H (-6.8441, -4.6289, -2.1782)  0.308
H (-5.9936, -1.5104, -1.3487)  0.324
H (-3.7127, -0.6344, -0.8632)  0.420
H (-2.3964, -4.6042, 0.0289)  0.450
H (-4.6596, -5.4664, -0.4346)  0.390
H (-2.2326, -1.0616, 1.9943)  0.238
H (-0.5164, -1.5598, 2.1841)  0.209
H (-1.8052, -2.7962, 2.1666)  0.532

Force components x, y, z for each atom (eV/Å):
0.40 0.27 0.43
0.00 0.00 0.03
0.01 0.00 -0.07
-0.03 -0.04 0.01
-0.13 0.02 -0.01
0.15 0.06 -0.09
0.07 -0.05 0.02
-0.05 0.03 -0.02
0.01 -0.02 0.08
0.07 0.00 -0.01
-0.07 0.26 -0.21
0.06 0.07 -0.01
0.02 -0.05 0.02
-0.48 -0.30 -0.12
0.00 -0.01 -0.01
0.00 0.01 -0.01
0.01 -0.01 0.00
0.00 -0.01 0.00
0.04 -0.01 0.01
0.03 -0.03 -0.01
-0.02 0.03 0.00
-0.01 0.15 0.05
0.01 -0.13 -0.08
0.03 -0.05 -0.04
-0.04 0.09 0.01
0.00 0.01 0.08
-0.01 -0.09 -0.02
-0.02 0.02 0.04
0.03 -0.01 0.03
-0.02 0.02 -0.02
-0.01 -0.02 0.00
-0.01 0.00 -0.01
0.00 0.00 0.00
-0.04 -0.12 -0.02
0.14 -0.11 0.01
-0.03 0.00 0.00
-0.03 0.02 0.00
0.01 0.03 0.00
-0.01 0.00 0.01
0.00 -0.01 0.00
0.00 0.01 0.00
0.01 0.00 0.00
0.00 0.00 0.00
0.00 -0.02 0.00
0.00 -0.01 0.00
0.01 0.04 0.01
-0.01 0.00 -0.01
0.00 0.00 0.00
0.00 0.00 0.00
0.00 0.01 0.00
-0.03 -0.02 0.02
-0.04 0.03 0.02
0.00 0.00 0.00
0.00 0.00 0.00
0.00 -0.05 -0.02
0.00 -0.02 0.04
-0.04 -0.03 -0.09
0.00 0.00 0.00
0.00 0.01 0.00
0.00 0.00 0.00
0.00 0.00 0.00
0.00 0.00 0.00
-0.01 0.01 0.00
0.00 0.01 0.00
-0.01 -0.02 0.00
-0.01 0.02 0.00
0.03 0.01 0.00

---

ORCA calculation (the ωB97M-V functional and the def2-TZVPD basis) on a 3-piece molecular cluster, C30H52N2O8S overall.

Properties
Energy relative to the best compared isomer or geometry (same formula, charge and spin) ... 28.1 kJ/mol
Multiplicity ... 3
Charge ... 0
Expectation value of S² ... 2.008
Orbital gap (spin up / spin down) ... 8.94 / 9.46 eV
Molecular weight ... 600.8 g/mol

Each line ends with the Mulliken charge.
Positions of all 93 atoms, in Å:
C (2.4098, 4.1962, 1.9919)  -0.558
O (3.1116, 3.5514, 3.0257)  -0.443
C (3.3194, 2.1771, 2.7704)  0.104
C (4.5286, 1.9125, 1.8651)  -0.788
C (4.4493, 0.5585, 1.1382)  -0.309
C (4.3320, 0.6609, -0.3704)  -0.590
O (3.4590, 1.7161, -0.8204)  -0.289
S (2.0781, 1.1631, -1.4520)  0.600
O (1.8593, 1.9499, -2.6255)  -0.536
O (1.0333, 1.7581, -0.2929)  0.049
O (0.6669, 3.1186, -0.5612)  -0.253
C (-0.6545, 3.3569, -0.3065)  0.129
O (-1.0508, 4.3973, -0.6919)  -0.524
C (-1.5015, 2.3903, 0.4316)  0.206
C (-2.8559, 2.3814, 0.0761)  -0.750
C (-3.7563, 1.5294, 0.7110)  -0.231
C (-3.2995, 0.6830, 1.7149)  -0.572
C (-1.9590, 0.7000, 2.0988)  -0.682
C (-1.0620, 1.5484, 1.4566)  0.266
H (2.6117, 5.2588, 2.0435)  0.347
H (1.3363, 4.0318, 2.0922)  0.193
H (2.7153, 3.8494, 1.0068)  0.208
H (2.4196, 1.7400, 2.3320)  -0.210
H (3.4991, 1.7102, 3.7326)  0.355
H (4.6256, 2.7346, 1.1655)  0.469
H (5.4070, 1.9355, 2.5009)  0.271
H (5.3843, 0.0450, 1.3231)  0.063
H (3.6628, -0.0658, 1.5549)  0.450
H (3.9873, -0.2890, -0.7755)  0.563
H (5.3167, 0.8252, -0.7918)  0.197
H (-3.2091, 3.0476, -0.6944)  0.465
H (-4.7976, 1.5293, 0.4365)  0.434
H (-3.9799, 0.0072, 2.2082)  0.418
H (-1.6017, 0.0614, 2.8891)  0.414
H (-0.0291, 1.5773, 1.7511)  0.510
C (-9.7176, -0.2649, -2.5192)  -1.657
C (-9.3655, -0.0326, -1.0226)  1.892
C (-10.5601, 0.5500, -0.2540)  -1.467
C (-10.8129, 2.0360, -0.4986)  -0.460
C (-9.5321, 2.8381, -0.2828)  -1.278
C (-8.3759, 2.3258, -1.1389)  1.915
N (-8.1749, 0.8626, -0.9034)  0.493
O (-7.5199, 0.6500, 0.1885)  -0.602
C (-8.6587, 2.6321, -2.6208)  -2.030
C (-7.0922, 3.0597, -0.7830)  -2.096
C (-9.0401, -1.3964, -0.4243)  -2.030
H (-9.0493, 0.2670, -3.1908)  0.324
H (-9.6184, -1.3168, -2.7835)  0.489
H (-10.7390, 0.0381, -2.7543)  0.325
H (-10.3935, 0.4003, 0.8173)  0.411
H (-11.4485, -0.0287, -0.5136)  0.395
H (-11.2096, 2.1996, -1.5041)  0.280
H (-11.5829, 2.3879, 0.1907)  0.399
H (-9.7009, 3.8930, -0.5076)  0.419
H (-9.2523, 2.7844, 0.7740)  0.358
H (-7.8740, 2.2228, -3.2587)  0.398
H (-8.6773, 3.7119, -2.7668)  0.431
H (-9.6162, 2.2541, -2.9713)  0.419
H (-6.8630, 2.9938, 0.2792)  0.387
H (-7.1848, 4.1159, -1.0331)  0.467
H (-6.2470, 2.6542, -1.3426)  0.525
H (-8.1433, -1.8213, -0.8768)  0.467
H (-9.8748, -2.0697, -0.6192)  0.482
H (-8.8905, -1.3512, 0.6527)  0.373
C (7.5867, -3.6350, -2.2084)  -1.732
C (7.8138, -2.6956, -0.9905)  2.026
C (9.2438, -2.8214, -0.4475)  -1.504
C (9.5023, -4.0739, 0.3837)  -0.438
C (8.4471, -4.2150, 1.4763)  -1.261
C (7.0259, -4.2092, 0.9175)  1.726
N (6.8105, -2.9852, 0.0820)  0.365
O (6.5933, -1.9513, 0.8229)  -0.501
C (6.7823, -5.4981, 0.1123)  -1.884
C (6.0147, -4.2156, 2.0573)  -1.948
C (7.6265, -1.2674, -1.4902)  -2.066
H (6.7624, -4.3255, -2.0527)  0.344
H (7.3229, -3.0635, -3.0973)  0.482
H (8.4745, -4.2221, -2.4470)  0.339
H (9.4611, -1.9454, 0.1718)  0.408
H (9.9341, -2.7831, -1.2920)  0.394
H (9.5240, -4.9623, -0.2529)  0.273
H (10.4917, -4.0049, 0.8397)  0.399
H (8.6033, -5.1386, 2.0370)  0.412
H (8.5597, -3.3930, 2.1902)  0.360
H (5.7921, -5.4891, -0.3455)  0.394
H (6.8311, -6.3549, 0.7839)  0.425
H (7.5183, -5.6730, -0.6688)  0.400
H (6.1733, -3.3942, 2.7532)  0.370
H (6.1081, -5.1475, 2.6139)  0.432
H (4.9949, -4.1489, 1.6752)  0.439
H (6.5986, -1.0953, -1.8140)  0.453
H (8.2841, -1.1075, -2.3443)  0.502
H (7.8774, -0.5265, -0.7325)  0.387

Force components x, y, z for each atom (eV/Å):
-0.02 -0.01 -0.15
0.27 -0.08 0.24
0.13 0.23 -0.25
-0.35 -0.10 0.21
0.32 0.50 0.17
0.28 -0.45 0.37
-0.22 -0.24 -0.11
0.17 0.55 0.26
-0.13 -0.03 -0.49
-0.12 -0.19 0.13
0.65 -0.25 0.03
-0.04 -0.98 0.56
-0.48 1.56 -0.59
-0.48 -0.64 0.12
-0.06 -0.21 0.26
0.59 0.08 0.10
0.33 0.07 0.02
-0.06 0.41 -0.42
-0.31 0.10 -0.11
0.01 0.20 0.14
-0.20 -0.03 0.01
0.07 -0.09 -0.17
-0.19 -0.09 -0.08
-0.14 -0.13 0.22
-0.01 0.13 -0.23
0.24 0.07 0.01
0.06 -0.42 -0.05
-0.23 -0.03 0.05
-0.06 -0.16 -0.08
0.06 0.41 -0.23
0.06 0.12 -0.12
-0.19 -0.04 -0.09
-0.15 -0.05 0.05
-0.01 -0.12 0.13
0.17 -0.09 0.13
0.15 0.12 -0.08
-0.36 -0.60 -0.88
-0.05 0.31 0.21
0.06 -0.05 -0.02
-0.30 -0.16 0.24
0.13 0.59 -0.94
-0.42 0.24 1.52
0.26 -0.14 -0.44
-0.08 -0.12 -0.03
0.28 -0.02 0.27
0.21 -0.05 0.24
0.00 -0.02 0.06
-0.07 -0.05 0.13
0.01 0.05 0.02
0.11 0.01 -0.02
0.02 -0.08 -0.01
0.05 0.00 -0.03
-0.02 -0.01 -0.02
0.06 0.02 -0.06
0.09 -0.07 -0.03
0.01 -0.01 0.02
0.06 0.04 0.10
0.03 0.00 0.03
-0.02 -0.08 -0.04
-0.11 0.01 -0.09
-0.02 -0.02 0.00
-0.01 0.03 -0.02
-0.05 0.03 -0.07
0.06 0.06 -0.05
-0.17 -0.10 0.08
-0.07 -0.24 -1.12
0.15 -0.05 0.34
-0.05 0.01 -0.03
0.34 0.20 -0.04
-0.48 -1.02 -0.11
1.09 0.73 1.01
-0.42 -0.14 -0.31
0.06 0.05 -0.13
-0.09 0.24 0.16
-0.13 0.25 0.19
0.03 0.06 0.02
0.11 0.11 0.02
0.00 -0.02 0.05
-0.11 0.00 0.02
-0.03 0.05 -0.06
-0.05 -0.01 0.00
0.01 -0.01 -0.03
-0.08 -0.04 0.00
-0.10 0.05 -0.05
0.00 0.02 0.01
-0.02 0.05 0.10
-0.02 0.03 0.03
0.00 0.03 -0.09
0.04 -0.07 -0.05
0.01 0.02 -0.02
0.01 -0.05 -0.01
0.02 -0.07 -0.05
-0.07 -0.07 0.03

---

ORCA calculation (the ωB97M-V functional and the def2-TZVPD basis) on C20H10Br2ClN3O5Pd as an isolated structure.

Properties
Energy relative to the best compared isomer or geometry (same formula, charge and spin) ... 0.0 kJ/mol
Multiplicity ... 3
Charge ... 0
Expectation value of S² ... 2.050
Orbital gap (spin up / spin down) ... 6.36 / 5.13 eV
Molecular weight ... 674.0 g/mol

Each line ends with the Mulliken charge.
Positions of all 42 atoms, in Å:
Pd (0.1625, 0.9663, 0.3401)  0.795
O (-3.5683, 4.8596, -1.8990)  -0.570
C (-3.5978, 3.6800, -2.5293)  0.445
O (-4.3185, 3.3880, -3.4695)  -0.600
C (-2.7371, 2.5902, -2.0291)  0.021
C (-2.7108, 1.3248, -2.6123)  0.376
Cl (-3.3532, 0.8834, -4.0989)  -0.123
N (-1.8713, 0.4681, -1.9429)  0.200
N (-1.3479, 1.2294, -0.9419)  -0.414
C (-1.9005, 2.4369, -0.9141)  -0.322
C (-1.5548, 3.2893, 0.1745)  0.925
O (-2.0138, 4.4395, 0.2376)  -0.813
O (-0.6882, 2.7689, 1.0180)  -0.670
C (-1.6606, -0.8867, -2.1434)  0.791
C (-0.3517, -1.3753, -1.9359)  -0.568
C (-0.0113, -2.7297, -2.0279)  -0.529
C (-0.9050, -3.5673, -2.6836)  -0.430
C (-2.2546, -3.1308, -2.9351)  -0.738
C (-2.6214, -1.7937, -2.6125)  -0.300
H (-2.9503, 4.8690, -1.0378)  0.469
H (0.4312, -0.6112, -1.7488)  0.493
H (0.9998, -3.0631, -1.7060)  0.369
H (-0.5198, -4.5264, -3.0425)  0.356
H (-3.0164, -3.7097, -3.3847)  0.414
H (-3.6343, -1.3933, -2.8933)  0.361
Br (5.0224, -1.7404, -0.6428)  -0.091
C (3.9739, -1.4770, 0.8973)  -0.433
C (4.5175, -1.9226, 2.0900)  -0.544
C (3.9524, -1.5908, 3.3076)  -0.129
Br (4.9150, -2.3863, 4.7359)  -0.142
C (2.7307, -0.8828, 3.3583)  1.074
C (2.1940, -0.3936, 4.5384)  -0.462
C (1.2211, 0.6110, 4.4431)  -0.657
C (0.7932, 1.0859, 3.2116)  -0.305
N (1.1485, 0.4522, 2.0865)  -0.336
C (2.1133, -0.5058, 2.1133)  0.200
C (2.6764, -0.8882, 0.8232)  0.672
O (2.0513, -0.5493, -0.1828)  -0.380
H (5.5178, -2.2907, 2.0905)  0.478
H (2.4032, -0.8525, 5.5397)  0.335
H (0.7078, 1.0468, 5.3158)  0.357
H (0.0555, 1.8780, 3.0929)  0.424

Force components x, y, z for each atom (eV/Å):
0.69 -1.10 0.49
0.75 -0.57 0.61
-0.67 -0.03 -0.09
0.31 1.51 0.80
-0.05 -1.13 0.26
0.30 0.00 -0.53
-0.28 -0.39 -0.53
-1.47 3.97 -0.12
-0.36 -1.16 0.16
-0.28 -2.10 -2.44
2.46 1.18 2.98
-0.17 -0.32 -0.13
-1.87 1.72 -0.88
1.89 -2.62 -0.33
0.18 1.06 0.56
0.15 0.75 -0.57
-1.47 -0.08 -0.04
2.02 1.99 1.01
-0.67 -0.03 -0.59
-0.85 -0.58 -1.37
-0.60 -0.85 0.20
-0.83 0.31 -0.60
-0.57 0.08 0.37
-0.30 -0.84 -0.43
1.09 -0.81 0.60
-0.47 0.13 0.03
0.76 -0.94 -0.39
-0.09 1.39 -0.31
0.43 -1.66 -0.53
-0.64 0.61 0.27
-0.19 0.37 -0.65
-1.69 0.48 1.39
0.00 -0.09 0.95
-0.14 -1.14 -0.50
1.21 -0.24 0.30
0.18 1.15 2.12
-0.76 0.72 0.14
0.52 -0.41 -0.68
0.35 -0.59 -0.14
0.26 0.68 -1.15
0.66 -0.37 -0.29
0.22 -0.06 0.02